ORCA calculation (ωB97M-V with the def2-TZVPD basis set) on a 2-piece molecular cluster, C2H3ClN2O overall.

Output
SMILES string ... O/N=C/Cl.C#N
DFT total energy ... -19669.4578 eV

Cartesian coordinates (Å):
1 O 0.171 -1.022 0.692
2 N -0.977 -0.370 0.068
3 C -1.119 0.840 0.460
4 Cl -2.380 1.889 0.129
5 H -0.046 -1.913 0.413
6 H -0.212 1.344 1.120
7 C 1.256 1.202 -0.923
8 N 1.081 2.201 -1.481
9 H 1.393 0.244 -0.426

In elementary charge units, the Löwdin charges are: atom 1 (O): -0.109, atom 2 (N): -0.060, atom 3 (C): -0.760, atom 4 (Cl): 0.698, atom 5 (H): 0.088, atom 6 (H): 0.139, atom 7 (C): -0.116, atom 8 (N): 0.074, atom 9 (H): 0.046


ORCA calculation (ωB97M-V with the def2-TZVPD basis set) on C2H3ClN2O as an isolated structure.

Output
DFT total energy ... -19667.7898 eV

Cartesian coordinates (Å):
1 C 0.022 -0.337 -1.280
2 C -0.523 -0.533 0.930
3 N -0.632 -0.953 -0.475
4 N 1.222 0.693 -0.110
5 O 0.771 0.114 1.006
6 Cl 0.605 2.283 -0.460
7 H 0.144 -0.177 -2.352
8 H -1.176 0.251 1.214
9 H -0.435 -1.343 1.526

In elementary charge units, the Löwdin charges are: atom 1 (C): -0.017, atom 2 (C): -0.141, atom 3 (N): 0.069, atom 4 (N): -0.480, atom 5 (O): -0.237, atom 6 (Cl): 0.495, atom 7 (H): 0.108, atom 8 (H): 0.114, atom 9 (H): 0.090


ORCA calculation (ωB97M-V with the def2-TZVPD basis set) on a 2-piece molecular cluster, C2H3ClN2O overall.

Output
SMILES string ... [H]/N=C\Cl.N=C=O
DFT total energy ... -19671.8279 eV

Cartesian coordinates (Å):
1 H -0.148 0.096 2.325
2 N 0.684 0.001 1.821
3 C 0.610 -0.805 0.892
4 Cl -0.842 -1.535 0.328
5 H 1.542 -1.237 0.293
6 N 0.088 1.184 -1.070
7 C -0.675 0.646 -1.764
8 O -1.221 0.149 -2.663
9 H -0.039 1.502 -0.162

In elementary charge units, the Löwdin charges are: atom 1 (H): 0.026, atom 2 (N): 0.045, atom 3 (C): -0.748, atom 4 (Cl): 0.649, atom 5 (H): 0.122, atom 6 (N): 0.206, atom 7 (C): -0.497, atom 8 (O): 0.145, atom 9 (H): 0.052


ORCA calculation (ωB97M-V with the def2-TZVPD basis set) on a 2-piece molecular cluster, C2H3ClN2O2 overall.

Output
DFT total energy ... -21717.5690 eV

Cartesian coordinates (Å):
1 C -2.030 0.821 -0.221
2 C 1.711 -0.130 -0.282
3 N 0.706 -0.022 0.567
4 N -0.328 -0.812 0.745
5 O -1.228 1.495 -0.612
6 O -2.918 0.135 0.099
7 Cl -0.387 -2.135 -0.264
8 H 2.214 0.769 -0.240
9 H 1.575 -0.790 -1.087
10 H 0.686 0.669 1.297

In elementary charge units, the Löwdin charges are: atom 1 (C): -0.512, atom 2 (C): 0.007, atom 3 (N): -0.202, atom 4 (N): -0.514, atom 5 (O): 0.214, atom 6 (O): 0.170, atom 7 (Cl): 0.622, atom 8 (H): 0.045, atom 9 (H): 0.014, atom 10 (H): 0.155


ORCA calculation (ωB97M-V with the def2-TZVPD basis set) on a 2-piece molecular cluster, C2H3ClN3O overall.

Output
DFT total energy ... -21159.2540 eV
Net charge ... -1

Cartesian coordinates (Å):
1 C 0.457 0.026 0.043
2 C 0.727 -1.310 -0.644
3 N -0.645 0.415 0.546
4 N -0.345 -1.900 -0.963
5 N -1.759 0.065 0.915
6 O -0.491 -3.014 -1.504
7 Cl -3.712 2.361 1.289
8 H 1.221 0.730 0.237
9 H -2.549 0.903 1.147
10 H 1.778 -1.611 -0.830

In elementary charge units, the Löwdin charges are: atom 1 (C): -0.163, atom 2 (C): -0.148, atom 3 (N): -0.102, atom 4 (N): -0.156, atom 5 (N): 0.098, atom 6 (O): -0.100, atom 7 (Cl): -0.464, atom 8 (H): 0.068, atom 9 (H): -0.139, atom 10 (H): 0.107


ORCA calculation (ωB97M-V with the def2-TZVPD basis set) on a 2-piece molecular cluster, C2H3ClNOP overall.

Output
DFT total energy ... -27468.3600 eV

Cartesian coordinates (Å):
1 C -0.501 -1.430 1.225
2 C 1.418 1.593 -0.559
3 N 0.063 -1.781 2.190
4 O -1.093 -1.847 -1.331
5 P -1.170 -0.776 -0.292
6 Cl -3.076 -0.635 0.285
7 H 2.325 0.983 -0.592
8 H 0.699 1.814 -1.385
9 H 1.334 2.079 0.460

In elementary charge units, the Löwdin charges are: atom 1 (C): -0.417, atom 2 (C): 0.049, atom 3 (N): 0.109, atom 4 (O): -0.408, atom 5 (P): 0.344, atom 6 (Cl): 0.332, atom 7 (H): -0.011, atom 8 (H): -0.006, atom 9 (H): 0.007


ORCA calculation (ωB97M-V with the def2-TZVPD basis set) on C2H3ClO2 as an isolated structure.

Output
DFT total energy ... -18738.0155 eV

Cartesian coordinates (Å):
1 C 0.804 0.549 0.388
2 C -0.426 -0.678 -0.383
3 O 0.423 0.223 -0.946
4 O 0.146 -0.594 0.877
5 Cl -2.246 0.212 -0.120
6 H 1.894 0.579 0.427
7 H 0.166 1.343 0.600
8 H -0.762 -1.634 -0.845

In elementary charge units, the Löwdin charges are: atom 1 (C): -0.153, atom 2 (C): -0.522, atom 3 (O): -0.026, atom 4 (O): -0.039, atom 5 (Cl): 0.352, atom 6 (H): 0.153, atom 7 (H): 0.098, atom 8 (H): 0.137


ORCA calculation (ωB97M-V with the def2-TZVPD basis set) on one molecule with the formula C2H3ClO2.

Output
SMILES string ... C=C(Cl)OO
DFT total energy ... -18732.6537 eV

Cartesian coordinates (Å):
1 C -1.730 0.373 -0.300
2 C 0.049 0.242 0.179
3 Cl 1.042 1.647 0.089
4 O 0.501 -0.956 0.279
5 O 1.935 -1.303 -0.166
6 H -2.191 1.275 0.181
7 H -2.201 -0.576 -0.464
8 H 2.595 -0.701 0.202

In elementary charge units, the Löwdin charges are: atom 1 (C): 0.097, atom 2 (C): -0.718, atom 3 (Cl): 0.677, atom 4 (O): -0.100, atom 5 (O): -0.020, atom 6 (H): 0.015, atom 7 (H): -0.011, atom 8 (H): 0.060


ORCA calculation (ωB97M-V with the def2-TZVPD basis set) on one molecule with the formula C2H3ClO2.

Output
SMILES string ... O[C@@]1(Cl)CO1
DFT total energy ... -18737.4826 eV

Cartesian coordinates (Å):
1 O 1.435 0.353 0.829
2 C 0.049 -0.314 0.305
3 Cl -0.351 -1.698 1.236
4 C -0.755 0.538 -0.507
5 O 0.094 -0.393 -1.063
6 H 2.037 -0.305 0.537
7 H -1.735 0.245 -0.751
8 H -0.773 1.575 -0.585

In elementary charge units, the Löwdin charges are: atom 1 (O): -0.059, atom 2 (C): -0.826, atom 3 (Cl): 0.756, atom 4 (C): -0.126, atom 5 (O): 0.009, atom 6 (H): 0.033, atom 7 (H): 0.105, atom 8 (H): 0.109


ORCA calculation (ωB97M-V with the def2-TZVPD basis set) on C2H3ClO2 as an isolated structure.

Output
DFT total energy ... -18737.3712 eV

Cartesian coordinates (Å):
1 C 0.579 -0.296 -0.830
2 C -0.710 -0.087 0.520
3 O -0.625 0.490 -0.689
4 O 0.342 -0.891 0.416
5 Cl -0.112 1.704 1.948
6 H 0.364 -0.979 -1.688
7 H 1.597 0.150 -0.967
8 H -1.434 -0.092 1.290

In elementary charge units, the Löwdin charges are: atom 1 (C): -0.115, atom 2 (C): -0.351, atom 3 (O): 0.035, atom 4 (O): 0.053, atom 5 (Cl): -0.027, atom 6 (H): 0.154, atom 7 (H): 0.167, atom 8 (H): 0.083


ORCA calculation (ωB97M-V with the def2-TZVPD basis set) on a 2-piece molecular cluster, C2H3ClO2S overall.

Output
DFT total energy ... -29572.7177 eV

Cartesian coordinates (Å):
1 C -0.386 1.579 1.392
2 C 0.727 -1.665 -0.940
3 O 0.348 0.633 1.539
4 O -0.800 0.391 -1.472
5 S 0.568 -0.128 -1.531
6 Cl -0.582 -2.692 -0.722
7 H -1.311 1.460 0.669
8 H -0.295 2.550 1.943
9 H 1.732 -2.127 -0.877

In elementary charge units, the Löwdin charges are: atom 1 (C): -0.154, atom 2 (C): -0.924, atom 3 (O): -0.047, atom 4 (O): -0.578, atom 5 (S): 0.841, atom 6 (Cl): 0.639, atom 7 (H): 0.100, atom 8 (H): 0.084, atom 9 (H): 0.040


ORCA calculation (ωB97M-V with the def2-TZVPD basis set) on a 2-piece molecular cluster, C2H3ClO2S overall.

Output
SMILES string ... C=C=O.OSCl
DFT total energy ... -29573.3212 eV

Cartesian coordinates (Å):
1 C -1.148 -1.310 -1.458
2 C -0.162 -0.465 -1.254
3 O 0.713 0.289 -1.107
4 H -2.115 -1.030 -1.341
5 H -0.836 -2.263 -1.817
6 O 2.196 2.938 -0.520
7 S 1.130 3.411 -1.682
8 Cl -0.556 3.642 -0.341
9 H 2.254 1.950 -0.561

In elementary charge units, the Löwdin charges are: atom 1 (C): 0.033, atom 2 (C): -0.240, atom 3 (O): 0.114, atom 4 (H): 0.025, atom 5 (H): 0.060, atom 6 (O): -0.554, atom 7 (S): 0.494, atom 8 (Cl): 0.040, atom 9 (H): 0.028


ORCA calculation (ωB97M-V with the def2-TZVPD basis set) on a 2-piece molecular cluster, C2H3ClS overall.

Output
DFT total energy ... -25476.7362 eV

Cartesian coordinates (Å):
1 C 0.028 -0.664 -0.851
2 C 0.827 -1.683 -0.126
3 S 1.482 -1.347 -1.559
4 Cl -0.254 2.013 1.692
5 H -0.938 -0.913 -1.267
6 H 0.023 0.262 -0.380
7 H -1.167 2.333 2.492

In elementary charge units, the Löwdin charges are: atom 1 (C): -0.553, atom 2 (C): -0.416, atom 3 (S): 0.880, atom 4 (Cl): 0.329, atom 5 (H): 0.061, atom 6 (H): -0.037, atom 7 (H): -0.264


ORCA calculation (ωB97M-V with the def2-TZVPD basis set) on C2H3CoO3 as an isolated structure.

Output
Spin multiplicity ... 6
<S²> ... 8.76
DFT total energy ... -45878.8393 eV
Net charge ... +1

Cartesian coordinates (Å):
1 C -1.453 -0.346 -1.097
2 O -1.289 0.045 0.147
3 H -2.389 -0.088 -1.614
4 H -0.378 -0.560 -1.635
5 O 1.626 -0.947 1.146
6 C 2.124 -0.100 0.319
7 O 1.732 1.104 0.534
8 Co 0.087 0.278 1.240
9 H 3.177 -0.245 0.018

In elementary charge units, the Löwdin charges are: atom 1 (C): -0.033, atom 2 (O): -0.153, atom 3 (H): 0.108, atom 4 (H): 0.167, atom 5 (O): -0.042, atom 6 (C): -0.349, atom 7 (O): -0.040, atom 8 (Co): 1.158, atom 9 (H): 0.182


ORCA calculation (ωB97M-V with the def2-TZVPD basis set) on C2H3CrO2 as an isolated structure.

Output
Spin multiplicity ... 5
<S²> ... 6.13
DFT total energy ... -34632.1714 eV
Net charge ... -1

Cartesian coordinates (Å):
1 O 1.022 1.005 -0.175
2 Cr -0.927 0.868 -1.348
3 O 0.098 2.137 -0.352
4 C 0.219 -0.411 0.622
5 C -0.824 -0.873 -0.291
6 H 1.052 -1.090 0.880
7 H -0.164 0.137 1.504
8 H -0.476 -1.773 -0.840

In elementary charge units, the Löwdin charges are: atom 1 (O): -0.424, atom 2 (Cr): 0.609, atom 3 (O): -0.526, atom 4 (C): -0.304, atom 5 (C): -0.388, atom 6 (H): 0.063, atom 7 (H): 0.050, atom 8 (H): -0.080


ORCA calculation (ωB97M-V with the def2-TZVPD basis set) on C2H3CrO3 as an isolated structure.

Output
Spin multiplicity ... 5
<S²> ... 6.07
DFT total energy ... -36676.8532 eV
Net charge ... +1

Cartesian coordinates (Å):
1 O 0.377 1.612 0.307
2 C 0.017 2.717 -0.061
3 H 0.474 3.617 0.381
4 H -0.759 2.839 -0.835
5 O -0.898 -3.314 -0.661
6 C -0.558 -2.182 -0.450
7 O 0.554 -2.073 0.500
8 Cr -0.027 -0.234 0.005
9 H 0.821 -2.982 0.815

In elementary charge units, the Löwdin charges are: atom 1 (O): -0.121, atom 2 (C): 0.060, atom 3 (H): 0.134, atom 4 (H): 0.130, atom 5 (O): 0.071, atom 6 (C): -0.382, atom 7 (O): -0.157, atom 8 (Cr): 1.104, atom 9 (H): 0.163


ORCA calculation (ωB97M-V with the def2-TZVPD basis set) on a 2-piece molecular cluster, C2H3F2N overall.

Output
DFT total energy ... -9041.2073 eV

Cartesian coordinates (Å):
1 C -0.146 0.007 -0.013
2 C 2.314 -0.415 0.042
3 N 3.573 -0.124 0.093
4 F 2.082 -1.703 -0.073
5 F 3.854 1.189 -0.014
6 H -0.371 -0.327 1.002
7 H -0.481 -0.833 -0.686
8 H -0.206 0.993 -0.333

In elementary charge units, the Löwdin charges are: atom 1 (C): 0.159, atom 2 (C): -0.157, atom 3 (N): 0.029, atom 4 (F): 0.015, atom 5 (F): -0.086, atom 6 (H): 0.017, atom 7 (H): 0.042, atom 8 (H): -0.020


ORCA calculation (ωB97M-V with the def2-TZVPD basis set) on one molecule with the formula C2H3F2N.

Output
Spin multiplicity ... 3
<S²> ... 2.01
DFT total energy ... -9041.5420 eV

Cartesian coordinates (Å):
1 C 0.262 -0.001 -0.541
2 C -0.259 0.061 0.872
3 N -0.316 0.651 -1.511
4 F 0.991 -0.480 1.719
5 F -1.231 -0.825 1.015
6 H 1.042 -0.727 -0.626
7 H -0.648 0.969 1.352
8 H 0.159 0.352 -2.279

In elementary charge units, the Löwdin charges are: atom 1 (C): -0.197, atom 2 (C): -0.255, atom 3 (N): 0.218, atom 4 (F): -0.148, atom 5 (F): 0.066, atom 6 (H): 0.124, atom 7 (H): 0.145, atom 8 (H): 0.047


ORCA calculation (ωB97M-V with the def2-TZVPD basis set) on a 2-piece molecular cluster, C2H3F2N3O5 overall.

Output
SMILES string ... O=[N+]([O-])C(=CO)[N+](=O)[O-].FNF
DFT total energy ... -22255.0718 eV

Cartesian coordinates (Å):
1 O -1.118 -2.868 -0.051
2 N -0.716 -1.847 -0.539
3 O 0.212 -1.759 -1.319
4 C -1.320 -0.596 -0.143
5 C -0.636 0.569 -0.372
6 O -0.983 1.761 -0.038
7 N -2.606 -0.595 0.488
8 O -3.266 -1.594 0.526
9 O -2.968 0.498 0.925
10 H 0.315 0.507 -0.898
11 H -1.853 1.748 0.452
12 F 2.960 -1.102 1.584
13 N 2.088 -1.068 0.522
14 F 2.610 -0.099 -0.313
15 H 2.259 -1.953 0.010

In elementary charge units, the Löwdin charges are: atom 1 (O): 0.125, atom 2 (N): -0.356, atom 3 (O): 0.042, atom 4 (C): -0.061, atom 5 (C): -0.056, atom 6 (O): 0.132, atom 7 (N): -0.325, atom 8 (O): 0.142, atom 9 (O): 0.056, atom 10 (H): 0.135, atom 11 (H): 0.123, atom 12 (F): -0.037, atom 13 (N): -0.003, atom 14 (F): -0.050, atom 15 (H): 0.132


ORCA calculation (ωB97M-V with the def2-TZVPD basis set) on C2H3F2O2Si as an isolated structure.

Output
DFT total energy ... -19535.2005 eV
Net charge ... -1

Cartesian coordinates (Å):
1 C 1.416 -0.603 0.080
2 C 0.640 0.686 -0.228
3 O 2.556 -0.833 -0.159
4 O 0.508 -1.384 0.525
5 F -1.775 -1.146 -0.686
6 F -2.026 1.134 0.051
7 Si -1.044 -0.164 0.315
8 H 0.329 0.851 -1.605
9 H 0.898 1.706 0.056
10 H -1.502 -0.248 1.651

In elementary charge units, the Löwdin charges are: atom 1 (C): -0.788, atom 2 (C): -0.130, atom 3 (O): 0.026, atom 4 (O): -0.113, atom 5 (F): -0.133, atom 6 (F): -0.266, atom 7 (Si): 0.224, atom 8 (H): 0.165, atom 9 (H): 0.023, atom 10 (H): -0.010